ORCA calculation (the ωB97M-V functional and the def2-TZVPD basis) on the molecule C5H9N.

Calculated values
LUMO level = 1.06 eV
E_tot = -250.61015 a.u.
relative energy (zero: lowest compared OMol25 entry of this formula, charge and spin) = 35.6 kcal per mole

XYZ file:
```
15
Properties=species:S:1:pos:R:3:mulliken_charge:R:1
H -0.27 -1.76 -1.44 0.232
N 0.50 -1.10 -1.47 -0.706
C 0.77 -0.56 -0.33 0.755
C 1.97 0.33 -0.26 -1.156
C -0.11 -0.60 0.87 -0.643
C -0.98 0.66 0.35 0.042
C -2.26 0.55 0.04 -0.787
H 1.70 1.34 0.05 0.277
H 2.68 -0.06 0.48 0.301
H 2.45 0.39 -1.24 0.351
H -0.75 -1.48 0.88 0.340
H 0.41 -0.37 1.79 0.261
H -0.52 1.63 0.48 0.234
H -2.86 1.44 -0.08 0.260
H -2.74 -0.40 -0.11 0.239
```